Formula: C22H30CuN5O2Si
Source: the OMol25 dataset
Level of theory: the ωB97M-V functional and the def2-TZVPD basis

XYZ file:
```
61
C22H30CuN5O2Si | the OMol25 dataset | the ωB97M-V functional and the def2-TZVPD basis
Cu -0.302 -0.091 -0.099
C -1.979 -3.620 1.314
C -0.513 -3.478 1.107
C 0.485 -4.388 1.531
C 1.811 -4.197 1.233
C 2.215 -2.987 0.618
C 1.198 -2.082 0.287
N -0.134 -2.385 0.471
N 1.443 -0.845 -0.234
Si 2.952 -0.234 -0.873
C 2.725 1.459 -1.607
C 4.286 -0.100 0.482
C 3.521 -1.398 -2.266
H -2.249 -3.784 2.366
H -2.377 -4.515 0.791
H -2.467 -2.710 0.916
H 0.191 -5.181 2.196
H 2.493 -4.956 1.586
H 3.183 -2.731 0.224
H 2.323 2.189 -0.890
H 2.119 1.396 -2.526
H 3.714 1.820 -1.865
H 3.977 -0.153 1.531
H 4.864 0.831 0.349
H 5.050 -0.879 0.412
H 2.664 -1.810 -2.752
H 4.172 -2.190 -1.924
H 4.015 -0.746 -3.026
C 0.288 4.473 -0.035
C -0.426 3.219 -0.413
O 0.023 2.097 -0.169
N -1.598 3.331 -1.061
C -2.452 2.198 -1.324
C -1.784 1.226 -2.330
C -1.880 1.545 -3.679
C -1.538 0.594 -4.602
C -1.072 -0.658 -4.155
C -0.969 -0.867 -2.806
N -1.376 0.017 -1.895
H -0.178 4.835 0.883
H 0.187 5.181 -0.832
H 1.318 4.143 0.111
H -2.003 4.232 -1.243
H -3.453 2.618 -1.625
H -2.621 1.683 -0.367
H -2.215 2.528 -3.973
H -1.569 0.789 -5.691
H -0.648 -1.344 -4.927
H -0.638 -1.798 -2.369
O -1.830 0.031 1.031
N -1.880 0.344 2.323
C -0.847 0.944 3.012
C -1.007 1.244 4.365
C -2.229 0.922 4.954
C -3.296 0.283 4.261
C -3.096 0.147 2.898
H 0.078 1.185 2.479
H -0.214 1.771 4.923
H -2.350 1.202 6.006
H -4.242 -0.140 4.701
H -3.868 -0.211 2.194
```

## Properties
- Energy above the lowest of the compared OMol25 structures with the same formula, charge and spin: 0.0 kJ/mol
- Gap between HOMO and LUMO: 5.74 eV
- E_LUMO: 0.003 Eh
- Multiplicity: 1

Formula: C22H30INO3P
Source: the OMol25 dataset
Level of theory: the ωB97M-V functional and the def2-TZVPD basis

XYZ file:
```
58
C22H30INO3P | the OMol25 dataset | the ωB97M-V functional and the def2-TZVPD basis
C 4.656 3.398 0.037
C 4.562 2.081 0.093
C 4.174 1.163 -1.037
N 2.711 0.873 -1.072
C 1.850 1.558 -1.896
I 2.725 3.063 -3.099
C 0.496 1.274 -1.965
C -0.339 2.003 -2.976
C -0.738 1.046 -4.138
C -0.034 0.267 -1.091
C -1.439 -0.081 -0.981
C -2.576 0.626 -1.688
C -3.910 0.475 -0.981
C -4.985 -0.217 -1.778
O -4.862 1.297 -1.457
C -1.776 -1.128 -0.158
C -0.864 -1.842 0.633
C -1.382 -2.954 1.496
O -2.279 -2.448 2.455
C -1.623 -1.859 3.586
C -2.448 -0.650 4.052
C -1.747 0.667 3.708
C 0.448 -1.479 0.603
C 0.887 -0.440 -0.259
C 2.256 -0.091 -0.272
P 3.460 -0.971 0.875
C 3.456 -2.673 0.220
O 2.695 -0.984 2.324
H 5.095 3.937 0.862
H 4.340 3.995 -0.802
H 4.760 1.583 1.031
H 4.528 1.525 -1.990
H 4.728 0.246 -0.892
H 0.217 2.779 -3.471
H -1.191 2.517 -2.559
H -0.723 0.015 -3.805
H -1.738 1.286 -4.484
H -0.070 1.166 -4.985
H -2.732 0.345 -2.717
H -2.450 1.695 -1.559
H -3.906 0.269 0.076
H -5.941 -0.351 -1.299
H -4.974 -0.090 -2.850
H -2.799 -1.459 -0.071
H -0.571 -3.538 1.934
H -1.972 -3.616 0.862
H -0.632 -1.511 3.288
H -1.548 -2.601 4.378
H -3.391 -0.670 3.516
H -2.614 -0.747 5.119
H -2.465 1.480 3.783
H -0.927 0.865 4.391
H -1.385 0.661 2.682
H 1.114 -2.032 1.240
H 4.152 -3.274 0.794
H 3.880 -2.575 -0.781
H 2.486 -3.141 0.097
H 3.357 -0.733 2.977
```

## Properties
- Gap between HOMO and LUMO: 7.78 eV
- E_LUMO: -0.150 Eh
- Multiplicity: 1
- Charge: +1

Formula: C22H30N2O2S
Source: the OMol25 dataset
Level of theory: the ωB97M-V functional and the def2-TZVPD basis

XYZ file:
```
57
C22H30N2O2S | the OMol25 dataset | the ωB97M-V functional and the def2-TZVPD basis
C 0.229 -2.058 5.109
C -0.169 -2.161 3.642
C -0.342 -0.779 3.026
O -0.154 0.235 3.667
N -0.722 -0.777 1.719
C -0.948 -2.012 1.048
C -2.211 -2.592 1.062
C -2.428 -3.796 0.415
C -1.389 -4.425 -0.251
C -0.130 -3.847 -0.269
C 0.093 -2.646 0.380
C -0.905 0.494 0.972
C -2.052 1.237 1.690
O -2.406 2.451 1.068
C -3.315 3.196 1.834
C -1.249 0.188 -0.490
C -1.149 1.418 -1.386
N 0.190 1.969 -1.314
C 0.460 2.948 -2.344
C 0.874 2.244 -3.644
C 2.059 1.372 -3.417
C 3.201 1.288 -4.150
C 4.117 0.333 -3.649
C 3.644 -0.302 -2.548
S 2.085 0.272 -2.083
C 0.451 2.438 0.033
C 0.423 1.264 1.003
H 0.365 -3.049 5.535
H 1.154 -1.498 5.207
H -0.539 -1.533 5.670
H 0.595 -2.702 3.080
H -1.105 -2.716 3.543
H -3.016 -2.097 1.584
H -3.411 -4.244 0.430
H -1.561 -5.363 -0.755
H 0.680 -4.333 -0.790
H 1.071 -2.188 0.367
H -2.932 0.570 1.720
H -1.739 1.433 2.723
H -4.253 2.647 1.986
H -2.894 3.447 2.816
H -3.516 4.111 1.280
H -2.253 -0.233 -0.563
H -0.535 -0.543 -0.871
H -1.351 1.107 -2.414
H -1.901 2.165 -1.092
H 1.291 3.577 -2.015
H -0.406 3.603 -2.536
H 0.039 1.642 -4.012
H 1.112 2.989 -4.406
H 3.388 1.888 -5.023
H 5.076 0.138 -4.094
H 4.129 -1.056 -1.960
H 1.448 2.884 0.059
H -0.284 3.196 0.342
H 0.618 1.618 2.014
H 1.213 0.566 0.719
```

## Properties
- Energy above the lowest of the compared OMol25 structures with the same formula, charge and spin: 228.3 kJ/mol
- Gap between HOMO and LUMO: 8.77 eV
- E_LUMO: 0.023 Eh
- Multiplicity: 1

Formula: C22H30N4O2
Source: the OMol25 dataset
Level of theory: the ωB97M-V functional and the def2-TZVPD basis

XYZ file:
```
58
C22H30N4O2 | the OMol25 dataset | the ωB97M-V functional and the def2-TZVPD basis
C 2.244 1.900 1.501
C 3.227 2.036 0.344
C 3.137 0.865 -0.638
N 3.296 -0.425 0.009
C 4.598 -0.675 0.598
C 5.793 -0.678 -0.369
C 7.065 -1.132 0.335
C 2.767 -1.544 -0.758
C 1.536 -2.133 -0.051
N 0.474 -1.163 0.055
C -0.670 -1.248 -0.664
O -0.935 -2.200 -1.370
C -1.568 -0.067 -0.498
C -1.076 1.195 -0.636
N -1.839 2.319 -0.538
C -1.199 3.603 -0.724
C -3.205 2.307 -0.275
O -3.831 3.360 -0.184
C -3.736 0.980 -0.135
C -2.963 -0.184 -0.252
C -3.851 -1.283 -0.050
C -3.702 -2.670 -0.049
C -4.812 -3.448 0.189
C -6.067 -2.877 0.423
C -6.245 -1.511 0.419
C -5.129 -0.714 0.181
N -5.038 0.648 0.125
C -6.138 1.555 0.306
H 2.385 2.708 2.215
H 1.217 1.939 1.144
H 2.399 0.953 2.011
H 4.242 2.109 0.737
H 3.026 2.957 -0.208
H 2.144 0.872 -1.096
H 3.868 1.022 -1.450
H 4.540 -1.647 1.096
H 4.772 0.075 1.374
H 5.582 -1.345 -1.208
H 5.943 0.326 -0.770
H 7.292 -0.475 1.172
H 6.951 -2.144 0.717
H 7.908 -1.117 -0.352
H 3.512 -2.338 -0.859
H 2.479 -1.231 -1.767
H 1.818 -2.467 0.952
H 1.143 -2.977 -0.622
H 0.675 -0.342 0.602
H -0.038 1.376 -0.872
H -1.969 4.368 -0.624
H -0.430 3.762 0.034
H -0.749 3.666 -1.715
H -2.742 -3.114 -0.252
H -4.719 -4.524 0.192
H -6.913 -3.523 0.604
H -7.216 -1.074 0.593
H -5.769 2.573 0.202
H -6.575 1.427 1.299
H -6.909 1.369 -0.445
```

## Properties
- Energy above the lowest of the compared OMol25 structures with the same formula, charge and spin: 132.8 kJ/mol
- Gap between HOMO and LUMO: 8.16 eV
- E_LUMO: 0.023 Eh
- Multiplicity: 1